Record 1
Below is an isolated molecule of C5H9NO2, with properties calculated with the ωB97M-V functional and the def2-TZVPD basis.

The calculation puts the calculated total energy at -10915.1790 eV. Its max |F| is 0.94 eV Å⁻¹. Its relative energy (zero: lowest compared OMol25 entry of this formula, charge and spin) is 32.21 kcal per mole. For the HOMO energy, the calculation gives -9.13 eV. The gap between HOMO and LUMO comes out at 9.91 eV. The calculation puts the molar mass at 115.13 g/mol. Its charge is 0.

Cartesian coordinates (Å):
C  -1.0150  -0.6440  1.3229
C  0.1880  -0.1346  0.5387
C  1.4946  -0.3488  1.2931
O  0.0288  1.2342  0.0914
C  0.1173  0.9026  -1.2937
N  -1.0185  1.3370  -2.0521
C  0.2328  -0.5777  -0.9154
O  0.2397  -1.6184  -1.5033
H  -1.0519  -0.1536  2.2921
H  -0.9299  -1.7187  1.4605
H  -1.9368  -0.4254  0.7888
H  1.6497  -1.4113  1.4603
H  2.3296  0.0484  0.7210
H  1.4503  0.1674  2.2486
H  1.0246  1.3213  -1.7517
H  -1.8778  0.9508  -1.6770
H  -0.9253  1.0708  -3.0241



Record 2
Below is an isolated molecule of C5H9NO2 in a non-equilibrium geometry, with properties calculated with the ωB97M-V functional and the def2-TZVPD basis.

The calculation puts the calculated total energy at -10914.7414 eV. Its max |F| is 4.51 eV Å⁻¹. Its relative energy (zero: lowest compared OMol25 entry of this formula, charge and spin) is 42.30 kcal per mole. For the HOMO energy, the calculation gives -8.14 eV. The gap between HOMO and LUMO comes out at 8.60 eV. The calculation puts the molar mass at 115.13 g/mol. Its charge is 0.

Cartesian coordinates (Å):
C  -2.2305  0.2680  -1.0177
C  -1.0913  -0.4540  -1.0112
N  -0.2669  -0.9437  -2.1082
C  -0.6243  -1.0805  0.3154
C  -0.2156  -0.0620  1.3741
C  1.1175  0.5555  0.9270
O  1.4506  0.2004  -0.2036
O  1.6907  1.4663  1.6677
H  -2.7572  0.8121  -1.7430
H  -2.8992  0.3530  -0.1176
H  0.7010  -0.8727  -1.6834
H  -0.3501  -0.6017  -3.0421
H  0.1938  -1.8238  0.1398
H  -1.3933  -1.7528  0.7872
H  -1.0175  0.6117  1.7894
H  0.0071  -0.6766  2.3403
H  2.5187  1.8600  1.0483



Record 3
Below is an isolated molecule of C5H9NO2 in a non-equilibrium geometry, with properties calculated with the ωB97M-V functional and the def2-TZVPD basis.

The calculation puts the calculated total energy at -10914.6602 eV. Its max |F| is 3.97 eV Å⁻¹. Its relative energy (zero: lowest compared OMol25 entry of this formula, charge and spin) is 44.17 kcal per mole. For the HOMO energy, the calculation gives -9.19 eV. The gap between HOMO and LUMO comes out at 9.88 eV. The calculation puts the molar mass at 115.13 g/mol. Its charge is 0.

Cartesian coordinates (Å):
H  -0.7981  1.7162  -0.9886
N  0.1439  1.4275  -0.7272
C  0.2369  0.2909  -0.2241
C  -0.7144  -0.7291  0.2028
C  -2.2756  -0.1446  0.1051
O  -3.1972  -1.1078  -0.3495
C  1.7840  -0.2876  0.0667
C  2.8496  0.7697  0.0194
O  2.0109  -1.4581  0.2347
H  -0.5433  -1.0229  1.2401
H  -0.5929  -1.6222  -0.4115
H  -2.5453  0.2098  1.1111
H  -2.4622  0.6968  -0.5661
H  -3.1721  -1.8648  0.2474
H  3.8400  0.3197  0.0339
H  2.7238  1.4289  0.8769
H  2.7119  1.3776  -0.8712



Record 4
Below is an isolated molecule of C5H9NO2 in a non-equilibrium geometry, with properties calculated with the ωB97M-V functional and the def2-TZVPD basis.

The calculation puts the calculated total energy at -10913.7421 eV. Its max |F| is 3.78 eV Å⁻¹. Its relative energy (zero: lowest compared OMol25 entry of this formula, charge and spin) is 65.34 kcal per mole. For the HOMO energy, the calculation gives -8.95 eV. The gap between HOMO and LUMO comes out at 9.92 eV. The calculation puts the molar mass at 115.13 g/mol. Its charge is 0.

Cartesian coordinates (Å):
C  1.6273  0.1930  1.0944
C  0.8371  -0.0785  -0.1719
O  1.5752  0.3827  -1.3130
O  0.5226  -1.4887  -0.2871
C  -0.8981  -1.2552  -0.2137
C  -1.5191  -0.3768  -1.2563
C  -0.6470  0.2109  -0.1790
N  -1.2981  1.1015  0.8003
H  1.1407  -0.2312  1.9790
H  2.6293  -0.2451  1.0275
H  1.7470  1.2699  1.2549
H  1.6393  -0.4298  -1.8423
H  -1.4944  -1.7018  0.5707
H  -1.1233  -0.4157  -2.2640
H  -2.5882  -0.2107  -1.2074
H  -0.7125  1.2517  1.6208
H  -1.4378  2.0237  0.3871



Record 5
Below is a structure of composition C5H9NO2 in a non-equilibrium geometry, with properties calculated with the ωB97M-V functional and the def2-TZVPD basis.

The calculation puts the calculated total energy at -10912.9956 eV. Its max |F| is 3.54 eV Å⁻¹. Its relative energy (zero: lowest compared OMol25 entry of this formula, charge and spin) is 82.56 kcal per mole. For the HOMO energy, the calculation gives -6.84 eV. The gap between HOMO and LUMO comes out at 7.46 eV. The calculation puts the molar mass at 115.13 g/mol. Its charge is 0.

Cartesian coordinates (Å):
C  -0.4958  -0.3422  -0.8028
C  -1.2624  -1.5971  -1.0967
C  -0.3282  -0.0076  1.1159
N  -0.6256  1.3216  1.3226
C  1.7730  0.5512  -0.0290
C  0.8425  -0.4480  -0.2744
O  1.5502  1.8219  -0.4847
O  -0.5337  -0.8729  1.9353
H  2.1914  2.4317  -0.1018
H  -0.7684  0.5816  -1.3002
H  -0.5059  1.9489  0.5435
H  -1.2664  1.4872  2.0842
H  2.6491  0.3642  0.5754
H  1.1690  -1.4418  0.0101
H  -1.1159  -2.3370  -0.3061
H  -0.9411  -2.0676  -2.0311
H  -2.3319  -1.3939  -1.1603



Record 6
Below is an isolated molecule of C5H9NO2 in a non-equilibrium geometry, with properties calculated with the ωB97M-V functional and the def2-TZVPD basis.

The calculation puts the calculated total energy at -10914.1842 eV. Its max |F| is 4.04 eV Å⁻¹. Its relative energy (zero: lowest compared OMol25 entry of this formula, charge and spin) is 55.15 kcal per mole. For the HOMO energy, the calculation gives -8.66 eV. The gap between HOMO and LUMO comes out at 9.32 eV. The calculation puts the molar mass at 115.13 g/mol. Its charge is 0.

Cartesian coordinates (Å):
C  2.1818  0.0138  0.8556
C  1.1652  -0.6409  0.3010
C  -0.1948  -0.0152  -0.5049
C  0.0575  1.4516  -0.7971
O  -0.6345  -0.7596  -1.6228
C  -1.0414  -0.2363  0.7041
N  -2.0871  -1.0707  0.6517
O  -0.4312  0.0137  1.7638
H  3.1443  -0.4644  0.9520
H  2.0311  0.9482  1.3724
H  1.3018  -1.6523  -0.0579
H  -0.8271  1.9038  -1.2524
H  0.2796  1.9936  0.1179
H  0.9150  1.5504  -1.4649
H  -0.9936  -0.1575  -2.2834
H  -2.4972  -1.4239  1.5005
H  -2.3695  -1.4543  -0.2356



Record 7
Below is the ion C5H9NO2 with charge +1 in a non-equilibrium geometry, with properties calculated with the ωB97M-V functional and the def2-TZVPD basis.

The calculation puts the calculated total energy at -10902.9229 eV. Its max |F| is 2.78 eV Å⁻¹. Its relative energy (zero: lowest compared OMol25 entry of this formula, charge and spin) is 129.26 kcal per mole. The expectation value of S² is 0.7543. For the HOMO energy (alpha / beta), the calculation gives -15.26 / -15.20 eV. The gap between HOMO and LUMO (alpha / beta) comes out at 7.76 / 7.72 eV. The calculation puts the molar mass at 115.13 g/mol. The spin multiplicity is 2. Its charge is +1.

Cartesian coordinates (Å):
C  1.1432  1.2477  1.2214
N  0.5134  0.1746  0.2735
C  -0.0035  0.9565  -0.9984
C  -0.7075  0.1066  -2.0756
C  -0.3658  -0.5722  0.8217
C  -0.6115  -1.9492  0.3333
O  -1.7004  -2.4219  0.3539
O  1.7914  2.1920  0.5838
H  1.7619  0.5604  1.8032
H  0.7349  1.5833  -1.4769
H  -0.8003  1.5436  -0.5475
H  -1.2145  -0.7712  -1.6862
H  -1.5820  0.6736  -2.4036
H  -0.0154  -0.0708  -2.8805
H  0.3856  1.7966  1.8034
H  -1.1014  -0.1858  1.5425
H  0.2456  -2.5370  -0.0344



Record 8
Below is an isolated molecule of C5H9NO2S in a non-equilibrium geometry, with properties calculated with the ωB97M-V functional and the def2-TZVPD basis.

The calculation puts the calculated total energy at -21744.4126 eV. Its max |F| is 3.99 eV Å⁻¹. Its relative energy (zero: lowest compared OMol25 entry of this formula, charge and spin) is 167.15 kcal per mole. For the HOMO energy (alpha / beta), the calculation gives -10.63 / -7.65 eV. The gap between HOMO and LUMO (alpha / beta) comes out at 11.14 / 5.18 eV. The calculation puts the molar mass at 147.20 g/mol. Its charge is 0.

Cartesian coordinates (Å):
C  1.8116  1.2594  1.0591
C  -0.1728  1.2607  -0.8462
C  1.2834  1.2291  -0.3956
C  1.6826  0.0583  0.3474
C  -1.3006  -2.3265  -0.3034
N  -1.2993  -1.0342  -0.8197
O  -0.6956  -0.0536  1.3975
O  -2.5405  0.9782  0.2187
S  -1.3121  0.2692  0.1439
H  2.7806  1.6835  1.0696
H  1.2834  1.3495  1.9935
H  -0.8140  2.2227  -0.9772
H  -0.1865  0.6851  -1.7307
H  1.9644  1.7723  -1.0897
H  1.3660  -1.0245  0.4323
H  -2.2830  -3.0339  -0.4961
H  -0.4861  -2.9795  -0.8129
H  -1.0813  -2.3157  0.8098



Q: The highest relative energy (zero: lowest compared OMol25 entry of this formula, charge and spin) belongs to which entry?
A: C5H9NO2S



Q: What is the calculated total energy in the fourth record?
A: -10913.7421 eV



Q: Number 5 is which compound?
A: C5H9NO2